Molecular formula: C2H5N3S
Method: DFT, ωB97M-V/def2-TZVPD

The energy above the lowest of the compared OMol25 structures with the same formula, charge and spin comes out at 3.933 eV. Its HOMO-LUMO gap is 9.2963 eV. The net charge is 0. For the total energy, the calculation gives -641.53950 a.u. Its HOMO energy is -9.58 eV. Its largest force on an atom is 6.4 eV/A.

Atoms and positions in Å:
H -0.80246 2.41461 0.32595
N 0.15318 2.39111 0.42001
C 0.54576 1.21544 0.12288
N -0.19719 0.04274 -0.28485
S -1.88904 -0.05458 0.01493
C 0.63338 -1.09451 -0.49874
N 0.37772 -2.44929 -0.63872
H -0.60497 -2.74042 -0.24162
H 1.75908 1.00282 0.32338
H -1.57161 0.17463 1.60043
H 1.59616 -0.90255 -1.14364